# 1
DFT (the ωB97M-V functional and the def2-TZVPD basis) results for one molecule with the formula C31H37NO at a distorted geometry.

Positions of all 70 atoms, in Å:
C  4.11  -3.44  -1.96
C  2.99  -2.72  -1.28
C  3.04  -1.32  -1.19
C  2.04  -0.61  -0.54
C  0.91  -1.30  -0.06
C  -0.30  -0.59  0.52
O  -0.60  0.53  -0.21
C  -1.29  0.98  -1.33
C  -1.34  2.39  -1.37
C  -0.67  3.25  -0.27
C  -0.76  4.75  -0.57
C  0.80  2.89  -0.10
C  -1.41  3.04  1.05
C  -2.02  3.03  -2.41
C  -2.66  2.30  -3.40
C  -2.63  0.92  -3.34
C  -1.90  0.20  -2.39
C  -1.75  -1.33  -2.70
C  -2.52  -1.80  -3.95
C  -2.32  -2.19  -1.58
C  -0.29  -1.61  -3.04
C  -0.06  -0.24  1.95
C  -1.04  0.32  2.76
N  -0.54  0.51  4.03
C  -1.30  0.99  5.16
C  0.77  0.03  4.09
C  1.53  -0.18  5.23
C  2.70  -0.95  5.09
C  3.09  -1.41  3.83
C  2.31  -1.16  2.68
C  1.11  -0.47  2.80
C  0.87  -2.70  -0.12
C  1.91  -3.40  -0.72
H  3.77  -4.39  -2.39
H  4.54  -2.83  -2.76
H  4.92  -3.67  -1.25
H  3.89  -0.80  -1.62
H  2.14  0.47  -0.40
H  -1.17  -1.27  0.55
H  -1.80  5.08  -0.60
H  -0.26  5.33  0.22
H  -0.27  5.00  -1.52
H  0.89  1.86  0.24
H  1.33  2.99  -1.06
H  1.28  3.54  0.64
H  -1.36  1.99  1.33
H  -0.96  3.63  1.85
H  -2.47  3.31  0.94
H  -2.04  4.12  -2.46
H  -3.19  2.81  -4.21
H  -3.17  0.38  -4.12
H  -2.16  -1.30  -4.86
H  -2.35  -2.87  -4.10
H  -3.60  -1.65  -3.85
H  -1.98  -1.87  -0.59
H  -3.42  -2.10  -1.58
H  -2.05  -3.24  -1.72
H  0.39  -1.18  -2.30
H  -0.09  -2.69  -3.11
H  -0.04  -1.14  -4.00
H  -2.07  0.56  2.51
H  -0.62  1.33  5.94
H  -1.95  1.82  4.85
H  -1.94  0.20  5.59
H  1.20  0.22  6.18
H  3.30  -1.18  5.97
H  4.01  -1.98  3.73
H  2.64  -1.52  1.71
H  0.00  -3.20  0.31
H  1.88  -4.49  -0.75

SMILES: Cc1ccc([C@H](Oc2c(C(C)(C)C)cccc2C(C)(C)C)c2cn(C)c3ccccc23)cc1
Charge: 0
DFT total energy (Ha): -1333.42364
ΔE to the lowest compared entry with this formula, charge and spin (kcal/mol): 0.0
Frontier orbital gap (eV): 8.3

These are the Mulliken partial charges, in e, on atoms 1 to 4: -1.5677, 1.1107, -0.9265, 0.6271

***

# 2
DFT (the ωB97M-V functional and the def2-TZVPD basis) results for C24H41F2IrN4P2S as an isolated structure.

Positions of all 75 atoms, in Å:
Ir  -0.89  -0.91  -0.58
C  2.53  -1.43  -0.51
P  1.25  -0.61  -1.48
C  1.65  1.14  -1.43
N  2.88  1.46  -1.77
C  3.18  2.77  -1.81
C  4.48  3.19  -2.17
C  4.75  4.53  -2.23
C  3.76  5.49  -1.94
C  2.50  5.13  -1.58
C  2.17  3.76  -1.50
N  0.94  3.38  -1.13
C  0.69  2.09  -1.08
P  -0.95  1.52  -0.55
C  -2.03  2.65  -1.45
C  -1.14  1.79  1.27
C  -2.61  1.59  1.64
C  -0.67  3.19  1.68
C  -0.28  0.72  1.95
C  1.20  -1.29  -3.21
C  -0.11  -0.83  -3.85
C  2.39  -0.72  -3.99
C  1.27  -2.81  -3.16
H  3.48  -1.07  -0.91
H  2.47  -2.51  -0.60
H  2.46  -1.13  0.54
H  5.22  2.44  -2.40
H  5.74  4.87  -2.51
H  4.02  6.54  -2.00
H  1.73  5.85  -1.35
H  -1.58  3.64  -1.34
H  -3.05  2.67  -1.07
H  -2.04  2.39  -2.51
H  -3.27  2.31  1.14
H  -2.73  1.76  2.72
H  -2.97  0.58  1.43
H  -1.23  3.97  1.17
H  0.39  3.34  1.49
H  -0.84  3.31  2.75
H  -0.60  -0.31  1.65
H  -0.40  0.77  3.03
H  0.78  0.83  1.72
H  -0.22  0.25  -3.90
H  -0.97  -1.26  -3.33
H  -0.17  -1.23  -4.87
H  2.34  0.36  -4.10
H  2.36  -1.16  -4.99
H  3.34  -0.99  -3.54
H  0.47  -3.27  -2.57
H  2.23  -3.17  -2.79
H  1.16  -3.19  -4.18
F  -3.34  0.34  -2.02
C  -2.77  -0.74  -1.56
F  -3.42  -1.18  -0.45
H  -2.69  -1.52  -2.31
C  0.23  -2.51  4.91
C  -0.09  -3.73  4.06
N  -0.07  -3.41  2.61
C  -1.05  -3.15  1.78
S  -0.60  -3.11  0.04
N  -2.33  -3.01  2.06
C  -3.05  -3.03  3.35
C  -4.41  -2.39  3.17
H  0.25  -2.80  5.96
H  -0.52  -1.73  4.80
H  1.21  -2.10  4.67
H  -1.05  -4.17  4.31
H  0.66  -4.51  4.20
H  0.84  -3.47  2.18
H  -2.94  -2.94  1.25
H  -2.46  -2.49  4.09
H  -3.16  -4.07  3.67
H  -4.33  -1.40  2.71
H  -4.88  -2.25  4.15
H  -5.07  -3.01  2.57

Charge: +3
DFT total energy (Ha): -2542.15008
ΔE to the lowest compared entry with this formula, charge and spin (kcal/mol): 0.0
Frontier orbital gap (alpha / beta) (eV): 5.6 / 4.7
2S+1: 2

These are the Mulliken partial charges, in e, on atoms 1 to 4: 2.4028, -1.4024, 0.1148, 0.0001

***

# 3
DFT (the ωB97M-V functional and the def2-TZVPD basis) results for C4H5GaLiO2 as an isolated structure at a distorted geometry.

Positions of all 13 atoms, in Å:
H  -0.80  3.11  0.63
C  0.48  0.97  0.17
C  -0.96  0.52  -0.01
C  -0.88  -1.00  -0.17
C  0.59  -1.31  -0.02
O  0.97  1.35  1.23
O  1.26  0.03  -0.45
Li  3.16  -0.07  -0.78
Ga  1.85  -2.62  -0.07
H  -1.41  1.06  -0.85
H  -1.53  0.81  0.89
H  -1.25  -1.31  -1.16
H  -1.48  -1.54  0.58

Charge: +2
DFT total energy (Ha): -2237.28355
ΔE to the lowest compared entry with this formula, charge and spin (kcal/mol): 130.8
Frontier orbital gap (alpha / beta) (eV): 4.6 / 7.4
2S+1: 2

These are the Mulliken partial charges, in e, on atoms 1 to 4: 0.0861, 0.4656, -0.6516, -0.3478

***

# 4
DFT (the ωB97M-V functional and the def2-TZVPD basis) results for C37H48CrIN8O2S2 as an isolated structure.

Positions of all 99 atoms, in Å:
Cr  -0.88  -0.30  0.78
C  -3.44  -1.90  3.90
C  -2.51  -2.87  3.24
N  -2.30  -4.04  3.84
C  -1.46  -4.90  3.23
C  -0.80  -4.65  2.05
C  0.10  -5.69  1.46
O  -0.52  -6.43  0.41
C  -1.01  -3.40  1.40
C  -0.35  -3.08  0.18
N  -0.38  -1.86  -0.43
C  0.22  -1.72  -1.66
C  1.21  -2.60  -2.17
C  1.77  -2.43  -3.42
C  1.37  -1.40  -4.26
C  0.40  -0.52  -3.80
C  -0.14  -0.67  -2.53
I  -1.61  0.66  -1.93
C  -1.92  -2.52  2.03
O  -2.25  -1.35  1.47
H  -3.74  -2.28  4.87
H  -4.34  -1.74  3.29
H  -2.96  -0.92  4.01
H  -1.31  -5.85  3.73
H  0.37  -6.42  2.22
H  1.02  -5.24  1.09
H  -1.04  -5.82  -0.12
H  0.19  -3.88  -0.31
H  1.57  -3.40  -1.54
H  2.53  -3.13  -3.75
H  1.78  -1.30  -5.25
H  0.04  0.29  -4.43
N  -5.45  1.89  1.06
C  -6.22  1.20  0.15
C  -7.52  1.37  -0.31
C  -7.96  0.48  -1.27
C  -7.13  -0.55  -1.75
C  -5.84  -0.71  -1.30
C  -5.38  0.18  -0.33
N  -4.14  0.26  0.27
C  -4.22  1.27  1.08
C  -3.14  1.78  1.93
C  -3.32  2.67  2.94
S  -1.82  3.16  3.58
C  -1.03  2.15  2.49
N  -1.81  1.47  1.69
H  -5.71  2.72  1.55
H  -8.17  2.16  0.06
H  -8.97  0.57  -1.65
H  -7.52  -1.23  -2.50
H  -5.20  -1.50  -1.66
H  -4.25  3.04  3.34
H  0.04  2.07  2.44
C  2.28  0.54  3.17
C  1.30  -0.59  2.87
C  2.07  -1.86  2.50
C  0.42  -0.87  4.10
N  0.50  -0.23  1.72
H  2.95  0.24  3.98
H  1.77  1.45  3.50
H  2.87  0.80  2.29
H  2.73  -2.13  3.33
H  2.68  -1.70  1.61
H  1.39  -2.68  2.31
H  1.05  -1.10  4.96
H  -0.24  -1.71  3.91
H  -0.19  0.00  4.35
C  5.70  1.69  -1.26
C  5.75  0.45  -0.36
C  4.69  -0.61  -0.67
C  3.26  -0.13  -0.57
N  2.86  0.61  -1.76
C  2.11  1.73  -1.78
S  1.56  2.47  -0.38
N  1.86  2.20  -3.02
C  1.01  3.33  -3.36
C  1.78  4.37  -4.17
C  2.88  5.08  -3.38
C  2.35  5.88  -2.19
H  6.57  2.32  -1.07
H  4.81  2.28  -1.07
H  5.71  1.41  -2.32
H  5.63  0.76  0.68
H  6.74  -0.01  -0.44
H  4.81  -1.44  0.04
H  4.87  -1.04  -1.66
H  3.13  0.55  0.28
H  2.57  -0.97  -0.42
H  3.03  0.14  -2.64
H  2.21  1.66  -3.80
H  0.65  3.74  -2.42
H  0.15  2.98  -3.93
H  1.07  5.10  -4.55
H  2.22  3.88  -5.04
H  3.42  5.74  -4.06
H  3.61  4.34  -3.03
H  1.51  6.51  -2.49
H  3.12  6.53  -1.79
H  2.02  5.22  -1.39

Charge: 0
DFT total energy (Ha): -4165.81244
Frontier orbital gap (alpha / beta) (eV): 5.3 / 7.5
2S+1: 4

These are the Mulliken partial charges, in e, on atoms 1 to 4: 0.4921, -0.9730, 0.5960, -0.7521

***

# 5
DFT (the ωB97M-V functional and the def2-TZVPD basis) results for a 2-piece molecular cluster, C9H14 overall at a distorted geometry.

Positions of all 23 atoms, in Å:
C  -0.35  -2.40  -0.59
C  -0.36  -1.46  0.61
C  -0.71  -0.13  0.48
C  -0.92  0.54  1.69
C  -1.12  -0.02  2.93
C  -0.79  -1.37  3.02
C  -0.39  -2.07  1.90
H  -0.96  -3.30  -0.55
H  0.66  -2.76  -0.85
H  -0.65  -1.80  -1.48
H  -1.00  0.35  -0.45
H  -1.11  1.62  1.69
H  -1.53  0.53  3.76
H  -0.61  -1.91  3.96
H  -0.27  -3.16  1.91
C  1.08  1.57  -1.84
C  1.43  2.84  -2.62
H  1.30  0.73  -2.49
H  1.70  1.43  -0.95
H  0.01  1.49  -1.58
H  1.63  3.71  -2.01
H  0.63  3.00  -3.34
H  2.33  2.59  -3.20

SMILES: Cc1ccccc1.CC
Charge: 0
DFT total energy (Ha): -351.29527
ΔE to the lowest compared entry with this formula, charge and spin (kcal/mol): 21.9
Frontier orbital gap (eV): 10.0

These are the Mulliken partial charges, in e, on atoms 1 to 4: -1.3237, 1.0609, -0.6825, -0.3958